{
  "formula": "C58H137Br16O28P7",
  "method": "ωB97M-V with the def2-TZVPD basis set",
  "symbols": ["Br", "C", "C", "Br", "H", "H", "H", "H", "Br", "C", "C", "Br", "H", "H", "H", "H", "Br", "C", "C", "Br", "H", "H", "H", "H", "Br", "C", "C", "Br", "H", "H", "H", "H", "Br", "C", "C", "Br", "H", "H", "H", "H", "Br", "C", "C", "Br", "H", "H", "H", "H", "Br", "C", "C", "Br", "H", "H", "H", "H", "Br", "C", "C", "Br", "H", "H", "H", "H", "C", "C", "O", "P", "O", "O", "C", "C", "O", "C", "C", "H", "H", "H", "H", "H", "H", "H", "H", "H", "H", "H", "H", "H", "H", "H", "C", "C", "O", "P", "O", "O", "C", "C", "O", "C", "C", "H", "H", "H", "H", "H", "H", "H", "H", "H", "H", "H", "H", "H", "H", "H", "C", "C", "O", "P", "O", "O", "C", "C", "O", "C", "C", "H", "H", "H", "H", "H", "H", "H", "H", "H", "H", "H", "H", "H", "H", "H", "C", "C", "O", "P", "O", "O", "C", "C", "O", "C", "C", "H", "H", "H", "H", "H", "H", "H", "H", "H", "H", "H", "H", "H", "H", "H", "C", "C", "O", "P", "O", "O", "C", "C", "O", "C", "C", "H", "H", "H", "H", "H", "H", "H", "H", "H", "H", "H", "H", "H", "H", "H", "C", "C", "O", "P", "O", "O", "C", "C", "O", "C", "C", "H", "H", "H", "H", "H", "H", "H", "H", "H", "H", "H", "H", "H", "H", "H", "C", "C", "O", "P", "O", "O", "C", "C", "O", "C", "C", "H", "H", "H", "H", "H", "H", "H", "H", "H", "H", "H", "H", "H", "H", "H"],
  "xyz": [[10.621296, 24.318241, 22.144896], [12.078949, 23.021188, 22.048127], [12.004168, 22.204170, 23.299847], [13.518794, 21.135624, 23.468142], [12.981672, 23.526387, 22.014109], [11.924998, 22.369764, 21.173848], [11.272187, 21.478291, 23.304076], [11.996521, 22.813075, 24.218044], [21.765328, 24.566484, 21.089123], [22.464163, 23.206737, 22.300789], [21.287085, 22.571381, 22.933417], [21.874556, 21.187928, 24.137427], [23.000045, 23.761062, 23.056475], [23.216701, 22.668725, 21.780521], [20.592485, 22.175117, 22.168087], [20.711673, 23.272861, 23.579815], [17.421681, 13.987342, 24.500200], [17.421851, 13.147178, 22.822923], [17.534882, 11.588759, 22.851757], [15.877277, 10.752994, 23.467759], [18.297575, 13.543899, 22.271762], [16.491407, 13.426840, 22.320390], [18.285166, 11.188059, 23.510269], [17.727107, 11.269899, 21.758078], [16.572152, 19.623093, 31.838627], [18.354069, 19.518097, 30.920922], [18.175222, 18.734688, 29.672932], [20.012049, 18.514203, 28.721622], [19.016858, 19.107168, 31.629437], [18.586418, 20.499021, 30.672733], [17.546828, 19.226051, 28.961953], [17.952714, 17.733142, 29.915184], [14.998275, 18.859986, 16.221635], [13.076063, 18.583180, 16.000735], [12.461258, 18.986933, 17.321159], [10.544548, 18.973046, 17.223305], [13.045608, 17.520134, 15.728457], [12.719825, 19.139036, 15.165407], [12.755767, 20.030151, 17.505834], [12.821751, 18.363322, 18.120460], [18.929303, 21.901439, 17.439237], [19.955959, 21.988397, 19.071386], [20.626242, 20.679859, 19.303516], [22.240983, 20.373210, 18.204063], [19.222703, 22.177514, 19.840413], [20.599810, 22.867880, 18.975787], [19.900182, 19.940964, 18.991909], [20.956797, 20.623307, 20.358550], [10.944110, 22.815215, 18.355910], [12.334412, 24.180021, 18.494571], [13.710717, 23.613596, 18.518816], [14.206905, 22.907674, 16.813146], [12.203072, 24.661938, 19.446415], [12.178160, 24.897837, 17.757227], [13.874654, 22.829772, 19.225966], [14.408130, 24.401818, 18.708111], [23.619107, 22.302155, 28.307690], [21.909574, 22.790013, 27.505365], [20.824194, 21.993218, 28.077441], [20.526718, 22.344448, 30.018097], [22.018816, 22.588034, 26.457939], [21.727954, 23.876533, 27.546384], [21.007216, 20.863524, 28.007437], [19.922060, 22.275662, 27.534709], [18.709571, 18.031340, 16.370193], [18.673022, 16.796967, 15.554968], [18.850145, 15.657981, 16.412347], [20.035155, 14.666435, 16.312739], [19.932796, 13.610750, 17.285777], [21.309153, 15.622992, 16.439517], [22.689875, 15.179826, 16.446488], [23.589651, 16.274604, 15.849947], [20.020338, 14.241647, 14.841473], [19.461846, 13.041152, 14.281956], [18.723699, 13.483692, 13.069042], [17.902951, 18.138551, 17.120221], [19.662440, 18.003375, 16.904113], [18.738735, 18.841995, 15.604953], [17.783042, 16.571455, 14.990260], [19.514268, 16.782166, 14.874931], [22.849742, 14.968271, 17.506695], [22.739719, 14.262025, 15.844301], [23.075620, 17.168313, 16.004520], [24.612111, 16.183477, 16.293571], [23.698558, 16.165114, 14.816405], [20.270151, 12.318653, 14.161449], [18.821144, 12.595146, 15.079646], [18.119013, 12.682864, 12.617587], [17.980401, 14.277067, 13.290911], [19.467277, 13.870976, 12.341598], [15.925118, 27.252486, 24.302662], [14.911235, 26.803138, 23.350231], [15.019656, 27.362849, 22.024484], [14.512896, 26.621086, 20.708176], [14.172362, 25.268568, 21.026419], [13.379176, 27.571653, 20.117349], [12.299480, 27.848376, 21.037027], [12.272556, 29.315575, 21.489167], [15.604972, 26.887170, 19.601721], [16.726509, 25.864352, 19.595217], [17.941734, 26.317566, 20.439641], [16.928349, 26.779334, 24.133561], [16.047573, 28.371913, 24.418384], [15.661372, 26.871638, 25.273560], [15.035919, 25.685018, 23.254006], [13.885346, 26.964486, 23.718392], [11.393096, 27.681450, 20.489058], [12.381409, 27.234442, 21.942861], [11.457863, 29.418757, 22.223088], [13.256062, 29.578190, 21.933251], [12.178603, 30.013418, 20.610322], [16.262180, 24.997228, 20.120914], [16.988598, 25.682857, 18.504579], [17.501342, 26.336239, 21.472724], [18.690030, 25.514839, 20.376467], [18.402199, 27.284830, 20.096438], [12.730289, 21.467083, 31.400465], [13.246115, 20.563538, 30.308199], [13.750815, 21.446145, 29.252000], [14.433136, 20.866196, 27.912852], [15.736201, 20.185747, 28.037071], [13.298902, 19.969706, 27.304073], [13.733397, 18.906437, 26.364344], [14.001462, 17.677124, 27.217604], [14.525073, 22.092293, 26.976696], [13.360742, 22.875014, 26.734626], [13.755807, 23.955998, 25.775597], [12.198365, 20.945968, 32.127422], [13.515297, 22.030806, 31.918640], [12.115967, 22.274541, 30.934777], [13.984430, 19.839043, 30.701584], [12.369196, 20.061841, 29.945136], [12.861016, 18.715103, 25.711499], [14.514962, 19.252513, 25.753058], [13.115317, 17.519518, 27.834824], [14.145723, 16.732829, 26.703596], [14.803814, 17.866914, 27.948540], [12.513228, 22.350566, 26.344516], [12.996510, 23.325997, 27.671365], [12.797234, 24.406308, 25.531059], [14.380429, 24.745125, 26.157790], [14.193168, 23.634488, 24.843904], [21.600154, 26.128211, 25.484932], [20.253693, 26.631297, 25.039298], [19.068442, 26.050148, 25.689613], [18.712802, 24.511259, 25.581333], [19.795692, 23.570384, 25.507987], [17.704578, 24.197341, 26.728779], [17.933801, 24.667916, 28.070414], [17.262314, 23.747210, 29.058837], [17.706838, 24.545266, 24.319708], [17.327246, 23.283201, 23.710366], [16.799670, 23.472680, 22.254183], [22.241510, 26.794211, 24.902422], [21.893817, 26.271574, 26.565223], [21.681250, 25.106513, 25.232080], [20.091383, 27.710622, 25.109018], [20.076024, 26.361916, 23.917601], [18.981230, 24.708339, 28.322844], [17.545696, 25.708091, 28.168090], [17.730643, 23.964964, 30.035948], [16.166368, 23.858220, 29.009395], [17.490415, 22.759959, 28.776692], [18.185651, 22.578172, 23.711289], [16.577583, 22.829447, 24.294887], [17.642954, 23.365802, 21.515754], [16.039228, 22.772186, 21.945391], [16.267816, 24.459853, 22.182265], [24.590304, 17.884236, 27.522640], [24.300575, 18.070641, 25.978027], [25.484577, 17.713401, 25.169730], [25.532331, 18.218629, 23.648622], [26.739935, 17.817615, 22.917009], [25.207308, 19.767417, 23.835489], [25.582194, 20.774633, 22.881022], [25.942168, 21.971288, 23.569249], [24.136896, 17.614302, 23.055480], [23.945518, 16.484818, 22.212130], [23.208733, 16.886375, 20.939777], [25.270315, 18.644955, 27.921830], [23.716278, 18.080048, 28.078394], [24.894443, 16.891365, 27.586755], [23.492503, 17.356610, 25.669055], [24.064945, 19.088680, 25.800537], [26.431719, 20.364835, 22.287392], [24.725632, 20.798696, 22.151588], [26.124941, 22.790540, 22.892591], [25.177278, 22.267062, 24.303915], [26.852957, 21.807401, 24.153329], [24.910310, 16.046882, 22.125132], [23.332433, 15.818692, 22.813202], [23.116131, 16.015660, 20.241337], [22.243930, 17.251528, 21.134476], [23.636202, 17.673744, 20.367020], [14.944870, 20.017172, 19.804815], [16.450597, 20.052132, 20.076674], [16.716338, 19.748487, 21.484308], [18.158609, 19.718267, 22.037317], [18.989223, 20.919376, 21.922606], [17.803321, 19.234321, 23.522770], [18.733463, 19.501198, 24.621025], [17.962898, 20.142759, 25.714395], [19.020178, 18.529706, 21.382391], [18.482415, 17.199829, 20.990284], [19.511423, 16.587521, 20.144636], [14.484734, 18.982256, 19.872276], [14.513813, 20.733038, 20.498746], [14.692742, 20.379371, 18.799438], [16.897122, 19.337399, 19.449379], [16.910446, 20.998030, 19.776318], [19.158764, 18.512727, 24.824327], [19.449630, 20.134271, 24.191928], [18.631491, 20.183648, 26.562078], [17.862854, 21.230336, 25.635273], [17.012386, 19.699500, 26.016492], [18.255943, 16.598688, 21.827750], [17.524609, 17.437936, 20.529327], [19.747043, 17.192304, 19.256254], [20.451276, 16.512574, 20.673569], [19.286920, 15.581762, 19.781913], [13.689715, 17.134394, 22.899373], [15.070443, 17.057671, 22.334530], [15.312640, 15.843825, 21.558026], [14.397376, 15.405920, 20.331323], [13.965816, 16.544912, 19.522867], [15.237245, 14.224123, 19.601828], [15.898977, 14.531913, 18.345608], [16.724517, 13.296427, 18.021420], [13.122302, 14.653040, 20.832148], [13.377114, 13.433677, 21.569353], [12.181454, 12.419950, 21.440910], [13.747708, 17.960478, 23.566926], [12.949297, 17.471104, 22.144411], [13.402647, 16.227709, 23.372986], [15.278438, 17.875126, 21.598817], [15.891303, 17.064447, 23.057256], [15.105382, 14.819682, 17.611256], [16.532237, 15.384352, 18.551001], [17.506094, 13.143081, 18.773633], [16.112640, 12.411775, 18.021495], [17.191090, 13.373877, 17.077819], [14.193356, 12.874653, 21.157995], [13.666033, 13.717561, 22.571396], [12.093100, 12.009917, 20.395648], [12.447339, 11.569361, 22.117976], [11.203195, 12.834291, 21.758197]],
  "forces_ev_per_a": [[0.19, 0.00, -0.25], [-1.91, -1.30, 0.05], [0.50, 1.76, 0.86], [2.15, -1.20, 0.00], [1.61, 1.27, -0.37], [0.03, 0.52, 0.17], [-2.15, -0.90, -0.01], [-0.36, -0.16, -0.61], [0.08, 0.20, -0.17], [0.17, 1.71, 0.82], [-1.44, -0.03, -0.35], [0.29, -0.39, -0.08], [0.24, 0.32, 0.19], [0.04, -1.05, -0.65], [0.45, -0.19, 0.76], [0.61, -0.43, -0.59], [-0.05, 0.43, 1.14], [0.40, -1.45, -1.31], [-0.32, 0.79, -1.85], [0.15, 0.17, -0.20], [-0.58, -0.24, 0.20], [0.33, 0.02, -0.05], [0.40, 0.15, 0.09], [-0.40, 0.27, 1.86], [0.69, -0.10, -0.31], [-1.48, -0.41, -0.18], [1.71, -0.01, -0.21], [-1.19, 0.10, 0.73], [0.70, -0.49, 0.70], [0.47, 1.77, -0.03], [-0.44, 0.01, -0.45], [-0.56, -1.10, -0.22], [0.25, 0.15, -0.28], [0.52, -1.13, 0.43], [0.60, 0.75, -0.56], [-0.35, -0.17, 0.05], [-0.46, 0.30, 0.45], [-0.09, 0.69, -0.48], [-0.26, -0.31, 0.07], [-0.15, -0.35, 0.33], [-0.36, 0.15, -0.52], [0.24, 0.95, -0.47], [0.63, 0.14, 0.50], [-0.49, 0.16, 0.24], [-0.06, -0.10, 0.39], [0.02, -0.40, 0.09], [0.27, -0.64, 0.48], [-0.32, -0.37, -0.68], [0.22, 0.14, -0.07], [-0.07, -1.14, 1.64], [0.00, 0.16, -0.68], [0.29, -0.46, -0.72], [-0.35, 0.17, 0.54], [-0.22, 0.95, -1.48], [-0.16, -0.39, 0.55], [0.34, 0.43, 0.18], [0.06, 0.27, -0.12], [0.88, 1.06, 0.04], [-0.64, -1.90, 0.39], [0.11, 0.04, -0.78], [-0.05, -0.41, -0.45], [0.30, -0.44, 0.50], [-0.32, 1.84, 0.11], [-0.21, -0.22, 0.28], [0.07, 0.90, -0.28], [0.47, -1.28, 0.00], [-0.93, 0.40, 0.94], [1.03, 1.37, 0.90], [0.02, -1.45, 1.16], [-0.64, 0.29, -0.61], [-0.55, -0.37, -0.21], [0.60, -2.10, 1.72], [1.09, -0.41, -2.10], [-0.65, -0.28, 2.02], [-0.49, 0.12, -1.14], [0.20, -0.01, -0.65], [0.01, 0.33, -0.02], [-0.21, -0.03, 1.02], [-0.52, 0.42, -0.15], [0.14, 0.31, -0.44], [0.62, -0.08, -0.27], [0.19, 0.05, 0.36], [-0.24, 1.85, 0.65], [-0.91, 0.53, -0.16], [0.07, -0.36, -1.69], [0.00, 0.17, -0.53], [0.12, 0.23, -0.70], [0.50, 0.02, 0.03], [0.65, -0.29, 0.12], [-0.66, -0.18, 0.21], [2.36, 1.50, 0.61], [-1.19, -2.22, -0.95], [0.39, 0.54, 0.18], [0.62, 3.64, -0.34], [-0.90, -2.92, 0.23], [0.25, -0.38, 0.55], [0.12, 1.18, 0.43], [1.10, 0.25, -0.78], [1.08, -1.07, 0.15], [-0.17, 0.35, -0.38], [-1.19, 0.13, -0.09], [-0.85, 0.67, -0.22], [-0.24, -1.18, -0.34], [-0.34, -0.15, 0.55], [-0.37, 1.02, 0.08], [0.26, 0.17, -0.14], [-0.49, -0.64, -0.09], [-0.24, -0.24, -0.42], [0.31, 0.27, -0.35], [-0.66, -0.18, 0.09], [-0.33, -0.72, 0.88], [0.71, 0.18, -1.00], [-0.60, 0.15, 1.42], [1.08, 0.45, -0.65], [-0.13, 0.23, 0.13], [-0.65, -0.91, 0.51], [1.11, 2.35, -1.21], [0.01, 0.60, 0.38], [0.51, -0.88, -0.45], [0.67, -1.01, 1.66], [-0.47, 0.37, 0.20], [-0.24, -0.88, -0.78], [-2.09, -0.83, 1.12], [-0.03, 0.24, 0.89], [-0.09, 0.67, -0.18], [0.66, 1.48, 0.41], [-1.06, 0.68, -0.30], [-1.12, -0.99, 1.13], [0.18, -0.33, -0.14], [0.06, -0.79, 0.36], [-0.11, 0.49, -0.66], [-0.15, -0.63, -0.62], [0.36, 0.30, 0.34], [1.27, 0.43, -0.56], [-0.17, 0.04, -0.05], [0.32, 0.12, -0.45], [-0.01, -0.13, -0.58], [-0.17, -1.08, -0.35], [0.33, -0.15, -0.11], [-0.11, 0.54, -0.32], [0.36, 0.08, 0.55], [0.18, -0.56, -0.21], [-0.03, 1.72, 1.01], [-1.75, -0.77, -2.00], [0.47, -0.21, 0.74], [-2.50, 1.74, -1.32], [1.94, -1.25, -0.26], [-0.32, 0.53, 0.78], [-0.66, 0.79, 0.55], [-0.31, 1.31, 0.03], [0.72, -0.54, -0.11], [0.80, -0.44, -1.57], [0.96, 1.25, 0.26], [0.56, -0.50, -0.03], [-0.73, -0.02, -1.01], [0.48, -1.06, -0.36], [0.22, -0.24, 0.28], [0.71, 0.54, 1.70], [0.65, -0.08, -0.31], [0.20, -0.64, -0.27], [-0.73, -0.20, -0.23], [0.43, 0.03, 0.42], [0.32, -1.48, -0.15], [-0.35, 0.56, -0.08], [-1.10, -0.38, 0.94], [-0.79, 0.47, 0.69], [-0.17, -0.65, 0.35], [0.81, -0.78, -0.05], [0.30, 1.81, -2.61], [0.35, -1.52, 1.12], [-0.37, 0.60, 0.09], [-1.27, -1.06, 0.34], [-0.43, 0.36, 0.22], [0.26, -0.72, 0.22], [-0.71, -3.27, -2.84], [0.34, 1.97, 2.02], [0.66, 1.90, 0.66], [-0.46, 0.58, 0.40], [0.89, -1.72, -0.58], [0.46, -0.51, -0.42], [-1.45, -0.18, 0.44], [0.83, -1.59, 0.88], [0.54, 0.88, 0.24], [-0.49, 0.86, -0.45], [-0.38, 0.33, 0.34], [0.61, 0.58, 0.69], [0.03, 0.32, -0.29], [0.05, 0.02, -0.33], [-0.01, 0.04, -0.11], [0.74, -0.64, -0.87], [-0.17, -0.33, -0.17], [0.03, 0.52, 0.65], [-1.40, 0.25, 0.67], [1.05, 0.64, -0.29], [-0.12, -0.37, 0.25], [-0.92, 0.50, -0.17], [-1.14, 0.14, -1.41], [1.56, -1.62, 1.71], [-0.31, 0.55, -0.08], [-0.36, 0.30, -1.27], [-1.49, -1.16, -0.97], [0.54, 0.96, 1.17], [-0.81, -0.36, -0.04], [-0.62, 2.20, -0.10], [1.04, -0.36, -1.52], [0.64, 1.20, 0.24], [-0.54, -0.20, 0.27], [0.51, -0.04, 0.12], [0.95, -1.31, -0.59], [-0.20, 0.18, 0.46], [0.05, 0.33, 0.48], [1.32, 0.87, 0.00], [0.16, -0.67, 0.79], [-0.50, -0.12, -0.86], [0.29, -0.14, -0.19], [-0.07, -0.47, 1.38], [-0.01, -0.43, -0.49], [-0.27, -0.07, 0.17], [0.09, -0.07, 0.36], [-0.34, 0.04, 0.11], [-0.01, 1.05, -1.24], [0.88, 0.31, -1.93], [-0.06, -1.22, -0.06], [0.52, 0.31, -0.88], [0.28, 0.45, -0.57], [-0.76, 1.16, 0.94], [-0.33, -0.24, 0.10], [-0.38, 0.37, 0.97], [0.06, -1.07, 0.71], [-1.62, -1.12, -0.35], [0.49, 0.21, 0.34], [-0.24, 0.55, 1.08], [0.39, -0.63, 0.23], [-0.37, -0.67, 0.55], [-0.37, -0.43, 0.94], [-0.37, -0.06, 0.14], [0.82, -0.38, 0.39], [0.28, 0.32, -0.38], [-0.09, 0.20, -0.16], [-0.48, -0.35, -0.02], [0.60, 0.22, -1.05], [0.76, 0.08, -0.42], [-0.38, -0.12, 0.51], [0.18, 0.61, 1.02], [-0.34, 0.58, -0.54], [0.62, -0.15, -0.19]],
  "lowdin_charge": [0.663, -0.668, -0.736, 0.832, -0.005, 0.046, 0.027, 0.029, 0.681, -0.675, -0.702, 0.821, 0.044, 0.035, 0.023, 0.036, 0.659, -0.769, -0.656, 0.586, 0.062, 0.019, 0.033, 0.092, 0.635, -0.626, -0.539, 0.580, 0.046, -0.049, 0.012, 0.034, 0.648, -0.647, -0.752, 0.638, 0.058, 0.045, 0.009, 0.023, 0.648, -0.722, -0.694, 0.584, 0.019, 0.014, 0.016, 0.057, 0.631, -0.667, -0.715, 0.665, 0.016, 0.042, 0.033, 0.020, 0.612, -0.743, -0.678, 0.642, -0.033, 0.059, -0.001, 0.037, -0.091, -0.262, -0.178, 0.264, -0.208, -0.197, -0.219, -0.043, -0.180, -0.247, -0.075, 0.056, 0.068, 0.097, 0.116, 0.112, 0.114, 0.118, 0.048, 0.100, 0.051, 0.125, 0.122, 0.084, 0.086, 0.093, -0.080, -0.283, -0.169, 0.339, -0.219, -0.162, -0.272, -0.069, -0.172, -0.202, -0.065, 0.070, 0.108, 0.068, 0.106, 0.124, 0.111, 0.087, 0.082, 0.078, 0.093, 0.072, 0.141, 0.071, 0.049, 0.099, -0.077, -0.252, -0.186, 0.357, -0.236, -0.186, -0.241, -0.060, -0.153, -0.270, -0.080, 0.054, 0.081, 0.096, 0.065, 0.108, 0.112, 0.062, 0.080, 0.074, 0.073, 0.099, 0.130, 0.082, 0.074, 0.043, -0.074, -0.221, -0.188, 0.360, -0.220, -0.155, -0.261, -0.075, -0.188, -0.217, -0.038, 0.087, 0.105, 0.032, 0.119, 0.143, 0.094, 0.133, 0.080, 0.086, 0.043, 0.096, 0.082, 0.083, 0.051, 0.049, -0.038, -0.206, -0.188, 0.428, -0.229, -0.216, -0.310, -0.091, -0.210, -0.240, -0.051, 0.081, 0.043, 0.050, 0.128, 0.073, 0.127, 0.125, 0.085, 0.082, 0.097, 0.101, 0.118, 0.094, 0.031, 0.059, -0.064, -0.212, -0.180, 0.389, -0.245, -0.189, -0.234, -0.053, -0.176, -0.213, -0.051, 0.079, 0.039, 0.024, 0.085, 0.101, 0.133, 0.004, 0.039, 0.069, 0.070, 0.100, 0.102, 0.082, 0.056, 0.088, -0.057, -0.227, -0.206, 0.378, -0.222, -0.212, -0.228, -0.058, -0.158, -0.260, -0.055, 0.026, 0.102, 0.074, 0.097, 0.116, 0.133, 0.102, 0.081, 0.075, 0.039, 0.079, 0.106, 0.090, 0.075, 0.075],
  "e_homo_ev": -9.82,
  "e_lumo_ev": 0.2,
  "orbital_gap_ev": 10.1,
  "total_charge": 0
}